(1)
{"formula": "C26H42N6PPdSi2Te2", "method": "ωB97M-V/def2-TZVPD", "homo_ev": [-15.9, -16.4], "lumo_ev": [-6.91, -10.01], "homo_lumo_gap_ev": [9.03, 6.37], "de_lowest_kcal_mol": 21.27, "total_charge": 3, "spin_multiplicity": 5, "largest_force_ev_per_a": 0.2, "s2": 6.0209, "symbols": ["Te", "Te", "Pd", "P", "Si", "Si", "N", "N", "N", "N", "N", "N", "C", "C", "C", "C", "C", "C", "C", "C", "C", "C", "C", "C", "C", "C", "C", "C", "C", "C", "C", "C", "C", "C", "C", "C", "C", "C", "H", "H", "H", "H", "H", "H", "H", "H", "H", "H", "H", "H", "H", "H", "H", "H", "H", "H", "H", "H", "H", "H", "H", "H", "H", "H", "H", "H", "H", "H", "H", "H", "H", "H", "H", "H", "H", "H", "H", "H", "H", "H"], "coordinates": [[-0.43551, -2.66672, -0.52989], [4.42555, 0.39413, -1.52169], [-0.90834, -0.19219, 0.40075], [-2.63374, 1.16391, 3.10626], [7.73436, 0.73778, -0.96302], [3.45137, 0.34548, -4.72085], [-2.99155, -0.46956, 0.83400], [-1.15891, 1.91558, 0.82260], [-4.83089, -0.20736, 1.98697], [-0.78052, -0.32564, 4.62172], [-0.46679, -0.52944, 2.46668], [-1.93294, 3.63225, 1.94600], [7.62972, 2.37728, -1.84164], [-1.24019, -2.45091, -2.41482], [-1.35052, 0.03932, 5.92188], [-2.64351, 4.44574, 2.93639], [7.34672, 0.90196, 0.85104], [6.33962, -0.39857, -1.71950], [9.31192, -0.17148, -1.30060], [-2.35530, -1.15356, -4.10881], [-1.81616, -1.24602, -2.84058], [1.70476, 0.03446, -4.11285], [-0.80109, 3.05759, 0.16307], [-2.32726, -2.25936, -4.95617], [-1.27707, 4.13090, 0.85761], [4.32058, 1.39814, -3.34982], [-3.52007, 0.10866, 1.90982], [0.45766, -1.30552, 3.10421], [-1.75672, -3.45657, -4.53938], [-1.21325, 0.05613, 3.39996], [-3.98202, -1.17168, 0.21107], [-1.84936, 2.28441, 1.89854], [0.26853, -1.18201, 4.44930], [3.49451, 1.37372, -6.26018], [-5.77812, 0.21116, 3.02470], [-1.21035, -3.55946, -3.27190], [-5.13386, -1.01049, 0.92549], [4.39233, -1.25393, -4.87761], [1.09174, 0.93481, -4.19498], [-1.20594, 5.18845, 0.67043], [-2.21168, 5.44203, 2.93631], [-2.80361, -0.22708, -4.44165], [1.22786, -0.74299, -4.71441], [-1.71294, 1.06266, 5.89232], [-6.12653, -1.39500, 0.76624], [2.97528, 0.86026, -7.07259], [6.51265, -0.54098, -2.78782], [1.67645, -0.30770, -3.07253], [5.44270, -1.08387, -5.12434], [-0.23659, 3.04686, -0.75299], [8.42434, 3.03469, -1.48165], [10.15551, 0.39544, -0.89989], [3.97163, -1.85521, -5.68652], [-2.16488, -0.63534, 6.17708], [-5.80005, 1.29546, 3.09748], [-3.69918, 4.51113, 2.68181], [0.78497, -1.62615, 5.28279], [-2.75725, -2.18596, -5.94618], [6.40031, 1.41903, 1.03253], [-1.74210, -4.31116, -5.20188], [-1.84673, -0.38284, -2.18110], [-5.50271, -0.22243, 3.98307], [9.48437, -0.30283, -2.37010], [4.51824, 1.55578, -6.59145], [-0.57009, -0.03629, 6.67318], [-0.76931, -4.49395, -2.94902], [-6.76547, -0.14329, 2.74565], [8.12544, 1.48743, 1.34446], [6.68587, 2.89935, -1.66116], [-2.52638, 4.01197, 3.92527], [6.34414, -1.36570, -1.21417], [5.34560, 1.63995, -3.63585], [7.31162, -0.07003, 1.34739], [3.00869, 2.34012, -6.11453], [1.19033, -1.89246, 2.57771], [4.34878, -1.86543, -3.97170], [9.32354, -1.15503, -0.82813], [3.77028, 2.32523, -3.17978], [7.77003, 2.27417, -2.92007], [-3.81858, -1.73186, -0.69404]]}

(2)
{"formula": "C26H42NO7S", "method": "ωB97M-V/def2-TZVPD", "homo_ev": [-8.6, -8.7], "lumo_ev": [0.48, -0.08], "homo_lumo_gap_ev": [9.13, 8.60], "spin_multiplicity": 2, "largest_force_ev_per_a": 2.3, "s2": 0.7541, "symbols": ["S", "O", "O", "O", "O", "O", "O", "O", "N", "C", "C", "C", "C", "C", "C", "C", "C", "C", "C", "C", "C", "C", "C", "C", "C", "C", "C", "C", "C", "C", "C", "C", "C", "C", "C", "H", "H", "H", "H", "H", "H", "H", "H", "H", "H", "H", "H", "H", "H", "H", "H", "H", "H", "H", "H", "H", "H", "H", "H", "H", "H", "H", "H", "H", "H", "H", "H", "H", "H", "H", "H", "H", "H", "H", "H", "H", "H"], "coordinates": [[2.47497, 2.68287, 0.70576], [5.28028, -6.19400, 0.20532], [-9.49187, 1.47611, 0.39131], [3.29364, -1.07940, -2.74310], [-7.52604, 0.44843, 0.69098], [-3.26435, 0.91836, 0.02897], [1.97478, -1.24082, -0.94460], [5.78240, -4.07005, 0.68672], [-2.55987, 1.75819, -0.66656], [-1.22179, 1.16308, -0.95881], [5.09055, -7.42148, 0.93215], [0.79473, 3.38258, 0.70393], [4.37334, 2.41119, -1.22592], [-0.28169, 2.37970, 1.16665], [-0.33407, 1.10659, 0.29151], [-1.46752, -0.30008, -1.41980], [-1.68548, 3.02945, 1.30574], [-7.11578, -0.34714, -1.48605], [-8.53150, 0.93597, -0.07111], [-2.11617, 4.23582, -0.92653], [0.45376, 1.58019, 3.60081], [0.11344, 1.94593, 2.51439], [-6.46122, -0.04942, -0.14353], [-2.53318, 3.08130, 0.03056], [2.85129, 2.53276, -1.07442], [5.64589, -5.20231, 1.04733], [-8.21583, 0.71140, -1.53975], [3.17482, -1.30727, -1.57493], [-3.98770, 3.38389, 0.46896], [4.26166, -1.66014, -0.57751], [-0.49560, 1.85970, -2.11826], [5.90208, -7.25661, 2.21070], [5.80189, -5.75122, 2.45272], [3.46844, -2.20371, 0.60921], [2.15391, -1.44896, 0.46867], [2.18531, -0.46945, 0.95385], [5.42965, -8.24984, 0.31569], [4.83004, 3.38262, -1.38035], [1.30336, -2.00587, 0.85711], [0.68205, 0.91889, -0.05532], [4.80128, -0.74582, -0.32301], [-1.34686, -1.01008, -0.60867], [-4.68384, 3.04335, -0.29432], [-6.03074, -0.93170, 0.32299], [4.78580, 1.98750, -0.30886], [4.94683, -2.39008, -0.99353], [4.61214, 1.71184, -2.02366], [-1.21020, 2.10125, -2.90506], [-1.92781, 3.88742, -1.93664], [-0.72114, -0.55935, -2.16779], [0.57294, 3.84178, -0.25285], [-7.56446, -1.34166, -1.46847], [6.68623, -5.33728, 2.92786], [5.53428, -7.86745, 3.03230], [6.94161, -7.53030, 2.02670], [0.82052, 4.19375, 1.43248], [3.29881, -3.27219, 0.48144], [0.28856, 1.22319, -2.51381], [2.47883, 3.41036, -1.59688], [-9.10125, 0.37750, -2.07263], [2.34649, 1.65001, -1.45878], [1.00290, 1.27203, 4.46100], [-1.25589, 4.75620, -0.51524], [-1.53215, 4.05353, 1.64999], [3.94954, -2.05231, 1.57227], [-4.22912, 2.89993, 1.41076], [4.91374, -5.48450, 3.02779], [4.02348, -7.54222, 1.12961], [-7.86161, 1.65213, -1.96358], [-4.12278, 4.45244, 0.61592], [-2.24911, 2.51439, 2.07856], [-0.60706, 0.25999, 0.91556], [-2.90939, 4.97318, -0.99831], [-6.41619, -0.30884, -2.31876], [-2.43870, -0.40680, -1.89374], [-0.02334, 2.79250, -1.81691], [-5.68970, 0.71752, -0.21666]]}